The following is a quantum chemistry calculation of a cluster of 21 separate species, C14H63NO25S in total at a distorted geometry, from OMol25.

Calculated values
**2S+1**: 1
**Net charge**: 0
**LUMO**: -0.675 eV
**HOMO**: -9.127 eV
**Orbital gap**: 8.45 eV

Element x y z (Å)
O  -1.99511  -1.14454  1.72149
O  3.26245  -0.66617  -0.45749
O  0.11108  -3.55836  -2.49076
O  0.77403  -3.83563  -0.36398
O  -2.12514  1.20512  1.98505
S  -0.74153  0.91410  -1.75604
C  -2.42204  -0.14724  2.30246
C  2.93185  -0.69979  -1.63870
C  0.41396  -3.09416  -1.40943
N  1.66565  -1.12259  -2.00534
C  0.61178  -5.27092  -0.33721
C  -3.50100  -0.45430  3.35789
C  3.63192  0.17682  -2.64973
C  -1.06168  3.88014  1.05629
C  -1.77347  3.93894  -0.22547
C  -0.20649  2.61168  1.24056
C  -2.63389  2.71143  -0.54044
C  -1.10060  1.37583  0.97266
C  -1.89329  1.39880  -0.32546
C  -0.74792  -0.91256  -1.78244
C  0.51451  -1.55985  -1.26293
H  1.45674  -1.08524  -3.03624
H  -0.45814  -5.52431  -0.63443
H  0.75809  -5.61814  0.70247
H  1.26204  -5.81225  -1.08734
H  -3.20491  -1.42596  3.80538
H  -4.48561  -0.47220  2.78456
H  -3.61995  0.19486  4.17533
H  2.98660  1.00681  -2.95203
H  4.63220  0.41760  -2.27859
H  3.76728  -0.39599  -3.58743
H  -0.39813  4.64757  0.90998
H  -1.79774  3.94344  1.89305
H  -2.37370  4.77754  -0.26447
H  -1.03560  3.99483  -1.01119
H  0.10228  2.46150  2.25430
H  0.64945  2.61540  0.49876
H  -3.04378  2.83152  -1.51409
H  -3.48766  2.75749  0.18333
H  -0.41193  0.54095  0.94886
H  -2.71494  0.68068  -0.29305
H  -0.84767  -1.24570  -2.80407
H  -1.65938  -1.26442  -1.15184
H  0.70504  -1.32450  -0.22642
O  -5.18675  -3.20630  1.69359
H  -4.30659  -3.35652  1.21765
H  -5.07325  -3.48198  2.66048
O  -2.56507  -4.38870  -3.22169
H  -2.36244  -3.84443  -2.39316
H  -2.18336  -3.89980  -4.02109
O  -1.08350  2.54849  4.60354
H  -2.08399  2.56032  4.75404
H  -0.85128  3.30183  3.96925
O  2.68776  1.25741  1.36415
H  3.07069  0.60319  0.69397
H  2.48137  0.75159  2.21580
O  -1.03292  -2.73725  5.06844
H  -0.97989  -3.15349  4.14774
H  -1.76559  -3.20665  5.58480
O  -4.01837  6.34018  1.64645
H  -4.49538  7.01243  1.05969
H  -4.65538  5.57647  1.83279
O  2.96013  3.97095  1.42758
H  2.69253  3.01180  1.24823
H  3.78935  3.96366  2.00732
O  -4.14078  -1.35343  -1.76171
H  -4.71938  -0.75883  -1.18256
H  -4.23300  -1.04512  -2.72098
O  0.82456  7.18107  -0.30119
H  0.04598  6.87382  0.26729
H  0.58700  7.02441  -1.27216
O  5.94189  0.25592  0.46695
H  6.14400  1.04621  -0.13167
H  5.10737  -0.19798  0.11864
O  5.96008  -2.58702  -3.36597
H  5.65279  -2.91839  -2.46069
H  6.34736  -1.65982  -3.24735
O  6.37082  1.91554  -1.90466
H  5.52997  2.26850  -2.34302
H  7.13348  2.53772  -2.13916
O  3.44051  -2.01579  1.83739
H  2.58447  -1.76533  2.31511
H  3.37526  -1.68945  0.88187
O  -5.78140  0.47737  -0.55584
H  -6.01123  0.80558  0.37325
H  -6.42740  0.90177  -1.20878
O  1.41444  -1.68257  -4.86841
H  0.55982  -2.22421  -4.87367
H  2.13061  -2.21925  -5.34047
O  2.71921  -5.31246  -3.71828
H  3.51529  -5.23058  -3.09915
H  2.36117  -4.38293  -3.89588
O  -4.07182  2.74463  5.08480
H  -4.87184  2.28789  4.66633
H  -3.87631  2.29122  5.96794
O  2.86767  -5.52523  2.29113
H  2.05227  -5.72977  2.85419
H  2.92851  -4.52167  2.17746
O  -2.98788  -3.27263  -0.09690
H  -3.57556  -2.70775  -0.69632
H  -2.61411  -2.67661  0.63030
O  4.38753  3.38154  -2.94878
H  3.96388  4.00208  -2.27112
H  3.83109  3.41008  -3.79336

Forces on atoms 1 to 6 (eV/Å):
0.312 2.189 0.207
0.707 -0.890 0.159
0.018 0.104 0.377
0.074 0.779 0.639
-0.152 -2.964 1.465
-0.587 0.508 0.309